[1]
The following is a quantum chemistry calculation of a molecular structure, C4H9N3, from OMol25.

XYZ file:
```
16
Properties=species:S:1:pos:R:3:forces:R:3
N -0.120918 0.329818 -0.515559 3.4 1.4 -2.0
N 1.366460 -0.642230 1.232991 -1.5 -0.9 -0.3
N 2.586397 0.057954 1.329098 1.0 0.2 -0.8
C 2.060011 1.113045 0.546672 0.2 -1.2 0.5
C -2.444050 -0.041689 -1.017215 -1.5 0.3 1.0
C 0.937070 0.354949 0.282652 -0.4 0.2 0.7
C -1.198862 -0.478884 -0.249796 -3.3 -2.1 1.8
H -2.697719 1.005676 -0.789157 0.5 -0.1 0.4
H -3.410295 -0.569818 -0.671214 1.7 0.2 -1.1
H -1.174205 -1.635343 -0.066938 0.7 1.7 -1.0
H 2.637481 1.947441 0.264455 0.0 1.0 -0.4
H 1.440488 -1.532072 0.728761 0.5 0.1 0.4
H -1.543978 -0.170252 0.737595 0.5 0.0 0.8
H -2.242199 0.038467 -2.053557 -0.3 -0.8 -1.3
H 0.851101 0.044836 -2.014066 -1.3 -0.1 0.9
H 2.953218 0.178102 2.255279 -0.1 0.2 0.4
```
Forces are in eV/Å.

Highest occupied orbital energy (alpha / beta) (eV): -7.8 / -7.7
Gap between HOMO and LUMO (alpha / beta) (eV): 7.222 / 7.896
Energy relative to the best compared isomer or geometry (same formula, charge and spin) (kJ/mol): 703.2



[2]
The following is a quantum chemistry calculation of a molecular structure, C17H19LiN2O, from OMol25.

XYZ file:
```
40
Properties=species:S:1:pos:R:3:forces:R:3
O -0.608683 0.733677 -2.587400 -0.1 -1.4 -3.4
N 0.786633 1.464853 0.534771 0.0 2.8 -4.1
N -1.159380 -1.005896 -4.009508 -0.4 2.6 0.6
C 0.768599 -0.541047 1.527572 1.1 1.6 3.6
C 0.053023 0.912740 -4.922709 1.2 1.7 1.2
C 0.061782 2.042432 5.232973 0.9 -1.3 -0.3
C 0.777080 0.954393 1.635253 0.0 -1.1 0.7
C 0.437732 3.982750 3.870233 0.5 0.0 -3.0
C 1.576732 -1.222065 2.435505 0.1 -1.4 -0.8
C 0.371513 1.177790 4.120751 -1.6 0.2 2.7
C -2.247556 -1.420917 -3.117393 0.7 0.5 1.0
C 0.690396 1.766116 2.951188 0.8 -1.3 -2.4
C -0.551799 0.210325 -3.759183 -1.6 -0.6 1.9
C 0.154514 3.428715 5.089854 -1.0 -0.3 0.7
C 0.823266 3.113464 2.792709 0.5 2.4 0.4
C 0.717699 -3.306560 1.697366 -0.9 -0.9 -0.9
C 1.617676 -2.600279 2.441547 0.4 -0.3 0.3
C -0.021693 -1.207823 0.654618 -1.4 -1.5 -0.9
C -0.920174 -1.856732 -5.141032 0.9 -1.7 0.2
C -0.114016 -2.579379 0.827123 -0.7 -1.6 -1.8
Li 0.459794 1.447607 -1.394314 0.4 0.2 1.7
H 0.239324 0.079348 4.088786 0.0 0.8 0.7
H -2.441473 -0.596140 -2.371742 0.2 -1.1 -0.8
H 0.431908 1.914040 -4.584607 -1.1 -0.6 -0.3
H -1.823207 -2.288743 -2.613026 -0.8 -0.2 0.4
H 0.219330 5.046958 3.602307 0.8 -0.8 0.7
H -0.188492 1.631368 6.224679 0.1 0.1 -0.6
H 1.016817 0.493134 -5.099131 0.6 -0.9 -0.8
H -0.391334 -2.810978 -4.741766 -0.9 1.3 -0.7
H 0.703416 -4.413824 1.759914 -0.2 0.9 -0.2
H 2.292372 -0.798468 3.089681 0.3 1.2 0.4
H -3.174766 -1.653257 -3.668448 0.6 0.0 0.1
H 1.318509 3.433323 1.818714 -1.4 -0.1 1.2
H -0.199030 -1.408450 -5.841773 -0.7 -0.1 0.1
H -0.641712 -0.780537 -0.163030 0.6 0.2 1.0
H -0.578449 0.982259 -5.801355 0.1 -0.1 0.0
H 2.363549 -3.137018 3.016958 -0.1 0.1 0.2
H -0.816809 -3.104611 0.087394 1.0 0.4 1.4
H -0.113638 4.094698 5.916156 0.0 -0.4 -0.2
H -1.889457 -2.177255 -5.599631 0.9 0.4 0.1
```
Forces are in eV/Å.

Highest occupied orbital energy (eV): -5.7
Gap between HOMO and LUMO (eV): 5.609
Energy relative to the best compared isomer or geometry (same formula, charge and spin) (kJ/mol): 90.7



[3]
The following is a quantum chemistry calculation of a molecular structure, C19H13Cl2CuN4O5S, from OMol25.

XYZ file:
```
45
Properties=species:S:1:pos:R:3:forces:R:3
Cu -0.068318 0.087643 0.095205 0.1 0.3 0.2
Cl -3.404114 4.868094 -3.432190 0.0 0.0 0.0
Cl -5.660526 3.563264 -1.605743 0.0 0.0 0.0
S 0.137691 -3.189562 0.308327 0.0 -0.1 -0.1
O 1.490981 -3.250462 0.855116 0.0 0.0 0.0
O -0.913662 -3.474354 1.262889 0.0 0.0 0.0
O 1.252590 3.093965 -2.313774 0.0 0.0 0.0
O -0.089567 -1.951973 -0.472054 0.0 -0.2 0.0
O -3.662529 0.570050 1.918225 0.0 0.0 0.0
N -1.906763 0.628707 0.406845 -0.1 0.0 0.0
N -0.307461 -0.529009 2.184997 0.0 0.0 -0.2
N 1.944009 0.234375 -0.324042 -0.1 0.0 0.0
N -0.103154 1.647782 -1.098714 0.0 -0.1 0.0
C -3.024293 3.612631 -2.289131 0.0 0.0 0.0
C 1.037055 2.125793 -1.582246 0.0 0.0 0.0
C 3.503248 1.583299 -1.511769 0.0 0.0 0.0
C 0.512274 -1.182214 3.002892 0.0 0.0 0.1
C 4.535822 0.762079 -1.091399 0.0 0.0 0.0
C -2.525209 0.290033 1.541191 0.1 0.1 0.0
C 2.212742 1.283609 -1.109191 0.0 0.0 0.0
C -1.702848 3.187288 -2.191537 0.0 0.0 0.0
C -2.133347 -1.072194 3.615113 0.0 0.0 0.0
C 0.057763 -4.466473 -0.925602 0.0 0.0 0.0
C -3.685317 2.043505 -0.583441 0.0 0.0 0.0
C -1.371761 2.183760 -1.295422 -0.1 0.0 0.0
C -2.375058 1.604646 -0.471804 0.0 0.0 -0.1
C -1.610658 -0.479587 2.478017 -0.1 -0.1 0.1
C 2.927007 -0.579546 0.053647 0.1 -0.1 0.0
C -4.002458 3.046206 -1.495545 0.0 0.0 0.0
C -1.277092 -1.749423 4.463206 0.0 0.0 0.0
C 0.072550 -1.803479 4.157656 0.0 0.0 0.0
C 4.244927 -0.342341 -0.304570 0.0 0.0 0.0
H 5.557181 0.969120 -1.386394 0.0 0.0 0.0
H -0.924132 -4.442106 -1.390805 0.0 0.0 0.0
H 0.219794 -5.421860 -0.431833 0.0 0.0 0.0
H -3.195231 -0.988156 3.793187 0.0 0.0 0.0
H 0.774413 -2.338349 4.781885 0.0 0.0 0.0
H 3.650914 2.444848 -2.146785 0.0 0.0 0.0
H -4.450128 1.616257 0.044211 0.0 0.0 0.0
H 2.630302 -1.458972 0.616121 0.0 0.0 0.0
H -1.656629 -2.237633 5.352238 0.0 0.0 0.0
H -0.936916 3.636699 -2.803184 0.0 0.0 0.0
H 5.016731 -1.024487 0.022969 0.0 0.0 0.0
H 0.834468 -4.284726 -1.664273 0.0 0.0 0.0
H 1.553108 -1.221447 2.711813 0.0 0.0 0.0
```
Forces are in eV/Å.

Highest occupied orbital energy (alpha / beta) (eV): -4.8 / -4.7
Charge: -1
Multiplicity: 2
Gap between HOMO and LUMO (alpha / beta) (eV): 7.331 / 7.276
Energy relative to the best compared isomer or geometry (same formula, charge and spin) (kJ/mol): 0.0



[4]
The following is a quantum chemistry calculation of a molecular structure, C28H45GeN3O6Pt, from OMol25.

XYZ file:
```
84
Properties=species:S:1:pos:R:3:forces:R:3
Pt 0.504677 -0.122326 1.802668 -0.9 1.4 -0.9
Ge -2.052523 -0.178026 3.363068 -0.1 0.0 -0.7
O 1.724777 -1.445826 0.307068 -0.4 0.0 1.4
O 2.774077 0.361374 2.343568 -1.2 -0.6 0.5
O -1.194323 1.315774 2.350768 0.9 -2.4 -0.4
O -1.614223 -1.183826 1.740568 1.3 0.8 1.6
O -0.208023 -0.535326 3.911068 0.4 1.1 -2.7
O 1.172977 0.582574 -0.292032 -1.4 0.1 3.0
N 3.617377 2.035674 1.075168 -0.2 0.0 0.0
N 0.651977 0.678974 -2.882732 0.2 0.1 1.3
N 4.919177 0.232274 1.670068 -0.1 0.0 0.2
C -2.590923 -0.369926 -6.479632 0.0 0.0 0.0
C -2.429723 -1.497426 0.635668 -0.7 -0.2 -1.3
C -0.729023 -1.349326 -4.462132 0.0 0.0 -0.1
C 1.696577 -0.177526 -3.036032 0.4 0.1 -0.1
C -0.602123 2.418474 -3.906132 0.2 -0.4 -0.1
C -1.462423 2.986174 4.068268 0.0 -0.4 -0.3
C -2.113723 1.952574 -5.693632 0.0 0.0 0.1
C 3.346677 -1.272926 -4.416432 -0.2 0.1 0.2
C 3.923777 -1.856226 -3.292032 0.1 -0.1 0.4
C 1.135177 -2.475526 3.623468 -0.2 0.2 0.2
C 0.502177 2.977674 2.503868 -0.4 -0.2 0.1
C 3.717277 0.855474 1.717168 0.8 0.5 -0.5
C -0.996123 2.675974 2.644068 0.5 1.5 0.2
C -0.704923 -2.418926 5.336668 -0.1 0.5 -0.3
C -0.280323 1.058274 -3.834932 -0.8 0.4 -0.8
C 0.378477 -1.600726 4.628668 0.9 -1.3 0.7
C -0.934723 0.121974 -4.654432 0.1 0.3 0.4
C -1.786823 3.493874 1.611568 0.2 -0.4 0.2
C 1.708777 -0.542126 -0.551732 1.0 -1.0 -1.5
C -1.828923 -0.826226 -0.607032 -0.1 -0.1 0.4
C -2.447623 -3.022926 0.464968 0.1 0.4 0.2
C -3.856623 -0.981726 0.857868 0.4 0.0 0.2
C 2.242977 -0.456726 -4.298932 0.0 0.0 0.1
C 1.341077 -0.987826 5.652568 -0.3 0.0 -0.4
C 2.289477 -0.767826 -1.895832 -0.5 0.4 0.2
C 3.384477 -1.606426 -2.041832 0.3 -0.2 -0.3
C -1.856023 0.588874 -5.596032 0.1 0.4 0.0
C -1.504323 2.864174 -4.843132 -0.2 -0.1 -0.1
H 1.812077 0.014574 -5.169932 -0.1 0.0 0.0
H -2.937123 -3.484726 1.319768 -0.1 -0.1 0.1
H -1.731223 3.916574 -4.921132 0.0 0.1 0.0
H 2.691177 2.413674 0.967068 0.1 0.0 0.0
H -1.910723 -1.103126 -6.905232 0.0 -0.1 -0.1
H -3.349823 -0.906326 -5.909132 -0.1 -0.1 0.0
H -1.286923 -1.773926 5.994568 -0.1 0.0 0.1
H 1.868877 -1.774226 6.181768 0.1 -0.1 0.1
H -1.374223 -2.860226 4.597768 -0.1 -0.1 0.0
H -2.532823 2.798774 4.147168 -0.1 0.1 0.1
H 1.064677 2.318174 3.167868 0.1 0.1 0.0
H -2.495023 -0.917426 -1.461432 0.0 0.0 -0.1
H -0.098523 3.103274 -3.242332 0.1 0.1 0.1
H -0.942123 2.334374 4.770568 0.1 0.1 0.1
H -0.262023 -3.210326 5.935768 0.1 0.0 0.0
H 0.787077 2.787274 1.468068 0.0 0.0 -0.1
H -3.844023 0.101374 0.981268 -0.1 0.1 0.0
H 0.430677 -2.840926 2.877168 0.0 -0.1 -0.1
H 0.554277 1.050474 -1.936032 -0.2 -0.1 -0.8
H -4.277023 -1.434226 1.756568 -0.1 0.0 0.0
H 3.772477 -1.450926 -5.391432 0.0 0.0 -0.1
H -1.584623 4.555074 1.721768 0.0 0.1 0.0
H -0.311823 -1.565926 -3.482432 0.0 -0.1 0.0
H 0.787277 -0.386326 6.371468 0.0 0.0 0.1
H -0.874723 -1.295326 -0.842232 0.1 0.0 -0.1
H -1.676023 -1.875226 -4.554232 -0.1 -0.1 0.0
H 2.060077 -0.351826 5.140068 0.1 0.0 0.0
H -4.492223 -1.233126 0.012368 0.0 0.0 0.0
H 1.899577 -1.869926 3.131968 0.2 -0.2 0.0
H 0.730277 4.012874 2.749668 0.0 0.0 0.0
H 3.801077 -2.053126 -1.154632 0.1 -0.1 0.1
H -1.499823 3.178174 0.610468 0.0 0.0 -0.1
H -2.852223 3.316374 1.736468 -0.1 0.0 0.0
H -3.086323 0.160274 -7.287332 -0.1 0.0 -0.1
H 4.347777 2.378574 0.477968 0.0 0.0 -0.1
H -2.819623 2.303774 -6.431632 -0.1 0.0 -0.1
H 5.025377 -0.579226 2.253868 0.0 0.0 0.0
H -0.050723 -1.757026 -5.211532 0.1 -0.1 0.0
H -1.664323 0.228074 -0.386132 0.0 0.1 -0.1
H -1.262723 4.023674 4.323768 0.0 0.1 0.0
H 4.788177 -2.492126 -3.399032 0.1 -0.1 0.0
H -1.429023 -3.399926 0.408168 0.1 0.0 -0.1
H 1.611677 -3.325026 4.103768 0.1 -0.1 0.1
H -2.982423 -3.296426 -0.440932 0.0 -0.1 -0.1
H 5.757077 0.717074 1.395468 -0.1 0.0 0.0
```
Forces are in eV/Å.

Highest occupied orbital energy (alpha / beta) (eV): -9.8 / -9.9
Charge: +1
Multiplicity: 2
Gap between HOMO and LUMO (alpha / beta) (eV): 3.688 / 4.336



Q: Which max |F| values were calculated for the entries above? A: 0.0835 0.0963 0.0080 0.0650, in hartree/bohr.